1.
Computed, not measured: C24H21Br4LuN2O3 as an isolated structure, with ωB97M-V/def2-TZVPD.

Output
* ΔE to the lowest compared entry with this formula, charge and spin: 21.4 kJ/mol
* frontier orbital gap: 7.920 eV
* HOMO level: -7.62 eV

Geometry as XYZ:
```
55
C24H21Br4LuN2O3 ωB97M-V/def2-TZVPD
Lu 0.571 0.819 -0.093
Br 4.864 -3.993 1.753
C 4.178 -2.390 1.043
C 4.738 -1.820 -0.096
Br 6.200 -2.646 -0.950
C 4.211 -0.633 -0.603
Br 4.897 0.195 -2.147
C 3.132 -0.005 0.011
O 2.622 1.130 -0.451
C 2.536 -0.594 1.165
O 1.460 -0.003 1.701
C 3.087 -1.774 1.661
Br 2.324 -2.466 3.247
N 0.720 2.022 -2.253
C 0.873 3.303 -1.619
C 2.127 3.898 -1.537
C 2.277 5.088 -0.846
C 1.180 5.682 -0.231
C -0.060 5.072 -0.294
C -0.235 3.869 -0.976
C -1.543 3.161 -0.966
C -2.667 3.744 -1.548
C -3.879 3.074 -1.503
C -3.962 1.834 -0.890
C -2.822 1.257 -0.337
C -1.574 1.894 -0.362
H 1.570 1.725 -2.721
H -0.094 1.979 -2.855
H 2.976 3.412 -1.998
H 3.254 5.548 -0.780
H 1.302 6.610 0.311
H -0.911 5.514 0.208
H -2.602 4.713 -2.028
H -4.762 3.517 -1.947
H -4.913 1.317 -0.852
H -2.925 0.276 0.122
O -0.194 -1.209 -0.528
C -0.913 -1.927 0.223
C -1.991 -2.786 -0.370
C -1.700 -4.283 -0.209
C -2.019 -4.841 1.174
C -1.213 -4.241 2.320
C -1.422 -2.743 2.503
N -0.704 -1.931 1.525
H -2.051 -2.513 -1.422
H -2.949 -2.524 0.090
H -0.652 -4.466 -0.466
H -2.290 -4.823 -0.951
H -1.873 -5.922 1.157
H -3.085 -4.684 1.374
H -0.144 -4.426 2.191
H -1.504 -4.736 3.250
H -1.047 -2.425 3.475
H -2.485 -2.487 2.475
H 0.087 -1.361 1.851
```

natural (NBO) population analysis, charges in e, atoms 1 to 8: 2.17, 0.09, -0.15, -0.16, 0.10, -0.16, 0.08, 0.20


2.
Computed, not measured: one molecule with the formula C5H11NO, with ωB97M-V/def2-TZVPD.

Output
* ΔE to the lowest compared entry with this formula, charge and spin: 248.2 kJ/mol
* SMILES: C[C@H](C=O)N(C)C
* frontier orbital gap: 8.789 eV
* HOMO level: -7.84 eV

Geometry as XYZ:
```
18
C5H11NO ωB97M-V/def2-TZVPD
C 0.773 1.526 0.981
C 0.770 0.217 0.127
C 0.645 0.695 -1.322
O -0.353 1.270 -1.674
N -0.215 -0.754 0.380
C -1.679 -0.594 0.603
C 0.161 -2.176 0.455
H 1.701 2.079 0.842
H -0.127 2.120 0.851
H 0.605 1.198 2.015
H 1.749 -0.274 0.236
H 1.497 0.596 -2.034
H -2.276 -0.703 -0.301
H -1.833 0.445 0.904
H -1.859 -1.232 1.463
H 0.638 -2.555 -0.447
H 0.953 -2.202 1.219
H -0.531 -2.929 0.832
```

natural (NBO) population analysis, charges in e, atoms 1 to 8: -0.63, -0.11, 0.43, -0.53, -0.47, -0.40, -0.41, 0.22


Q: Among the records above, which one has the highest HOMO level?
A: C24H21Br4LuN2O3


Q: Look up the ΔE to the lowest compared entry with this formula, charge and spin of the first one.
A: 21.4 kJ/mol


Q: The lowest frontier orbital gap belongs to which entry?
A: C24H21Br4LuN2O3


Q: What is the HOMO level in the second record?
A: -7.84 eV